ORCA calculation (wB97M-V/def2-TZVPD) on C15H30BCeF4NOP2 as an isolated structure.

```
55
Properties=species:S:1:pos:R:3:forces:R:3
Ce -0.326106 -0.357575 0.364206 2.82 2.74 -0.28
P -1.703419 0.928445 -2.168473 -0.25 0.28 -0.02
P 2.177016 -0.877409 1.982969 -0.04 -0.17 0.44
N 0.817214 1.329078 0.051705 -1.76 -2.42 0.25
H -2.044689 0.389885 0.511656 -1.15 0.69 0.47
C -3.394718 1.573953 -1.802798 0.16 -0.09 -0.01
H -3.890492 1.894729 -2.731449 0.11 -0.02 0.28
H -3.304411 2.421528 -1.110097 -0.12 -0.29 -0.12
H -3.978557 0.776174 -1.324187 0.08 0.33 -0.06
C -2.092352 -0.034154 -3.679638 -0.11 -0.05 -0.24
H -2.724082 0.557691 -4.371780 0.32 -0.35 0.30
H -2.625009 -0.950376 -3.389147 0.11 0.16 -0.22
H -1.157260 -0.311875 -4.184002 -0.27 -0.01 0.07
C -0.955659 2.415547 -2.945851 0.08 -0.12 0.11
H -1.584602 2.764924 -3.778549 0.18 -0.04 0.24
H 0.042383 2.150584 -3.320467 -0.22 0.19 0.12
H -0.856463 3.202701 -2.186917 0.08 -0.17 -0.23
C 1.625450 -0.846266 3.733246 0.15 0.08 0.02
H 2.471580 -1.186825 4.338403 -0.16 0.06 0.14
H 0.775444 -1.520903 3.885597 0.22 0.19 -0.04
H 1.358229 0.173097 4.036292 0.00 -0.19 -0.07
C 2.835512 -2.580561 1.897582 0.12 -0.25 0.01
H 3.476817 -2.812549 2.764035 -0.19 0.07 -0.28
H 3.425629 -2.687196 0.978975 -0.11 -0.07 0.16
H 1.991703 -3.291908 1.863629 0.40 0.30 0.04
C 3.684040 0.170781 2.064748 -0.10 0.10 -0.18
H 4.354038 -0.186545 2.858253 -0.14 0.07 -0.17
H 3.395807 1.214407 2.265937 0.06 -0.35 -0.08
H 4.210155 0.150936 1.100484 -0.14 0.00 0.26
C 1.451727 2.522034 -0.064227 0.37 0.62 -0.20
C 1.594594 4.868881 0.563598 0.23 -0.02 -0.23
C 0.932388 3.653642 0.621280 0.33 -0.42 -0.27
C 2.621701 2.673007 -0.866784 -0.62 -0.04 0.51
C 3.274010 3.896470 -0.917317 -0.25 0.28 0.19
C 2.765467 4.996702 -0.202559 0.09 0.02 0.01
H 1.190390 5.717878 1.120942 0.22 -0.17 -0.24
H 0.007666 3.497432 1.182275 0.32 0.20 -0.08
H 2.960724 1.792844 -1.418178 0.04 0.31 0.16
H 4.182750 3.992934 -1.517688 -0.30 0.08 0.20
H 3.281624 5.959688 -0.241152 -0.16 -0.35 0.00
C -2.026187 -2.796350 -0.918506 1.85 0.73 0.49
O -0.936079 -2.150280 -0.932263 -2.28 -2.19 -1.05
C -3.282602 -2.168323 -0.447625 -0.59 0.21 0.65
H -3.908262 -2.940644 0.016322 0.00 0.16 -0.28
H -3.845072 -1.693441 -1.268635 0.27 -0.20 0.16
H -3.093277 -1.404577 0.329449 0.03 -0.14 -0.50
C -2.059304 -4.249258 -1.226758 0.56 -0.17 -0.41
H -2.313035 -4.784935 -0.305915 -0.06 0.15 0.01
H -1.070958 -4.586496 -1.550663 -0.23 0.04 -0.03
H -2.823656 -4.489231 -1.978697 0.12 0.13 0.21
F -1.062672 -1.965393 1.994156 0.08 -0.53 0.24
B -0.982370 -3.464527 2.503425 0.06 0.87 0.14
F -0.430676 -3.383078 3.767490 -0.25 -0.16 -0.54
F -2.289109 -3.897334 2.478362 0.41 -0.06 -0.20
F -0.142981 -4.067963 1.575305 -0.40 -0.01 0.16
```
Positions in Å, forces in eV/Å.

As for the net charge: 0. The energy above the lowest of the compared OMol25 structures with the same formula, charge and spin is 0.0000 eV. The electronic energy comes out at -2301.8900 Ha. The value obtained for the HOMO-LUMO gap (alpha / beta) is 6.31 / 6.31 eV.

***

ORCA calculation (wB97M-V/def2-TZVPD) on a 6-piece molecular cluster, C15H30Cl6O9 overall.

```
60
Properties=species:S:1:pos:R:3:forces:R:3
Cl 10.677458 -9.817092 14.621317 0.16 0.21 0.11
C 8.958772 -9.341192 14.395797 0.00 -2.04 -1.58
C 8.761038 -8.451949 13.191777 -0.88 -0.52 0.16
Cl 9.266259 -6.771963 13.400050 0.01 0.14 0.10
H 8.668434 -8.942789 15.334583 -0.66 0.29 0.64
H 8.437659 -10.328919 14.099741 0.57 1.55 0.93
H 7.684696 -8.505747 12.916942 0.70 0.37 0.16
H 9.316925 -8.877605 12.374445 0.15 0.20 -0.31
Cl 13.266790 -14.723275 12.496459 -0.04 0.32 -0.05
C 12.397872 -16.263815 12.772582 -0.86 0.82 -0.51
C 12.417412 -17.097416 11.546927 0.33 0.59 -1.82
Cl 14.028487 -17.765950 11.040714 -0.56 0.17 0.46
H 11.292515 -16.033005 12.893272 1.51 -0.19 0.61
H 12.925994 -16.715031 13.592513 -0.46 -0.28 0.52
H 12.081967 -16.490622 10.666706 0.21 -0.56 0.81
H 11.723559 -17.896813 11.696003 -0.18 -0.78 -0.04
Cl 11.361748 -9.938942 10.484508 -0.17 0.00 0.41
C 10.186109 -11.005378 11.347686 0.27 -0.25 0.30
C 10.278209 -12.363186 10.700388 -3.78 0.13 -0.78
Cl 9.100602 -13.430634 11.588143 -0.09 -0.12 0.37
H 9.173991 -10.568550 11.225969 0.69 -0.29 0.07
H 10.486139 -11.106494 12.427437 -0.30 0.41 -1.18
H 11.158569 -12.877345 10.802913 2.40 -0.73 0.02
H 9.820561 -12.450846 9.682821 1.05 0.62 0.65
C 11.637534 -17.310173 17.062573 1.62 -1.17 -0.47
O 11.366221 -17.482893 15.671434 -0.08 0.01 0.13
C 10.497561 -18.428433 15.332473 -0.29 0.24 -0.66
O 10.051613 -19.332379 15.970350 0.14 -0.19 1.01
O 10.173367 -18.195659 14.058275 -0.33 0.12 -0.49
C 9.172097 -19.039733 13.483150 -0.15 -0.41 -0.78
H 10.984125 -16.612188 17.481620 -1.24 0.92 0.66
H 12.643316 -16.919048 17.122780 0.20 0.24 -0.09
H 11.652769 -18.261601 17.579087 -0.38 -0.15 0.11
H 8.227175 -18.506097 13.320154 0.33 0.19 0.34
H 8.967201 -19.940034 14.075451 0.32 0.36 -0.12
H 9.550967 -19.301636 12.485424 -0.11 -0.14 0.34
C 6.931113 -6.072951 10.096435 -0.84 -1.58 0.19
O 7.352880 -6.929823 8.988656 -0.99 1.90 0.42
C 7.719001 -8.164994 9.187272 0.38 -0.04 0.80
O 7.713829 -8.759873 10.256800 0.10 0.07 -1.46
O 8.142454 -8.549545 7.980608 -0.67 -0.02 -0.23
C 8.722723 -9.816280 7.893913 2.00 -0.62 -0.11
H 5.822349 -5.948479 10.070478 0.75 -0.22 -0.24
H 7.370914 -5.100074 9.858935 0.26 -0.37 0.73
H 7.149927 -6.644566 11.049136 0.27 1.36 -0.92
H 9.772493 -9.677516 8.262352 -0.81 -0.70 -0.29
H 8.760613 -10.226288 6.859826 -0.31 0.84 0.59
H 8.171862 -10.494028 8.509230 -0.15 -0.67 0.50
C 14.760441 -9.690021 17.718432 -0.76 0.03 0.95
O 13.958208 -10.913323 17.998888 1.11 0.17 -1.71
C 14.119303 -11.928162 17.085475 -0.58 1.08 -0.11
O 13.545469 -12.964723 17.108240 -1.13 -1.08 1.34
O 14.913644 -11.639700 16.072095 0.36 0.80 -0.59
C 14.960890 -12.615731 14.996820 1.84 0.71 -0.07
H 15.794053 -9.963741 17.625354 0.37 -0.12 -0.58
H 14.715519 -9.123871 18.645044 -0.30 -0.07 0.14
H 14.392915 -8.997862 16.921871 0.10 -1.22 0.29
H 14.159663 -12.516475 14.252073 0.20 0.31 0.47
H 14.979401 -13.629594 15.374863 -0.09 -0.04 0.18
H 15.977319 -12.346193 14.603245 -1.15 -0.60 -0.31
```
Positions in Å, forces in eV/Å.

Its SMILES is COC(=O)OC.COC(=O)OC.COC(=O)OC.ClCCCl.ClCCCl.ClCCCl. As for the net charge: 0. The energy above the lowest of the compared OMol25 structures with the same formula, charge and spin is 0.8885 eV. The electronic energy comes out at -4027.8306 Ha. The value obtained for the HOMO-LUMO gap is 11.12 eV.

***

ORCA calculation (wB97M-V/def2-TZVPD) on C15H30CoF6NO6 as an isolated structure.

```
59
Properties=species:S:1:pos:R:3:forces:R:3
Co 15.590120 -17.762600 11.160020 0.04 -1.89 0.65
C 12.550480 -18.281620 12.620850 3.93 1.76 -4.10
O 12.471330 -16.842810 12.635820 -1.88 0.93 1.31
O 13.932880 -18.504560 12.299970 -2.40 -0.81 2.06
C 11.739660 -19.065170 13.694360 2.06 -1.15 0.51
F 12.420310 -19.307260 14.859140 -0.52 1.03 -0.45
F 10.508460 -18.663620 13.963750 -0.73 2.22 0.82
F 11.471790 -20.262450 13.230260 0.63 -2.19 -1.39
C 11.155370 -16.302020 12.325110 1.60 0.83 0.38
C 11.453310 -14.821640 12.021000 -0.52 -0.19 0.20
H 10.558580 -14.201100 11.971140 -0.18 -0.07 0.26
H 12.105710 -14.450540 12.811410 -0.02 0.16 -0.04
H 11.927650 -14.661280 11.052810 0.22 -0.31 -0.03
H 10.518380 -16.424950 13.201020 -0.24 0.19 -0.17
H 10.699430 -16.775110 11.455390 0.03 -0.37 -0.04
H 12.096890 -18.371090 11.633760 -1.22 -1.63 0.15
C 18.523470 -18.073930 13.023820 -2.54 -1.91 -4.77
O 18.424910 -19.460690 13.305700 0.05 -1.20 1.81
O 17.226000 -17.729710 12.595310 1.33 1.35 1.50
C 19.332910 -17.382340 14.126870 -1.57 0.43 -0.39
F 18.784160 -17.678740 15.267630 -0.46 -0.80 2.18
F 20.626250 -17.780710 14.177670 -0.12 0.29 -0.34
F 19.285250 -16.036170 14.096660 0.67 0.30 -0.82
C 19.472330 -20.346020 12.880740 0.01 2.74 0.89
C 19.436250 -21.541840 13.717180 -0.45 -2.53 0.56
H 18.645800 -22.156630 13.286680 -0.04 -0.52 0.46
H 20.362480 -22.116170 13.735790 0.23 -0.07 -0.81
H 19.278480 -21.482380 14.794060 -0.51 0.98 -0.11
H 20.408330 -19.832640 13.100850 0.35 0.03 -0.82
H 19.277180 -20.564650 11.830880 0.55 -0.09 -0.21
H 19.076200 -18.168950 12.089180 1.31 1.21 -0.19
C 15.734990 -21.551610 10.166900 0.03 -0.50 0.08
C 16.460680 -20.290330 9.725170 0.80 -0.31 -0.88
C 17.439510 -20.683550 8.473240 -0.92 1.70 0.67
O 15.626530 -19.194860 9.519350 0.73 0.33 0.65
H 15.166680 -22.005110 9.354830 -0.28 0.23 -0.19
H 15.080680 -21.421020 11.028830 -0.06 0.36 -0.07
H 16.456580 -22.320400 10.443250 0.29 -0.09 0.12
H 17.238360 -20.072080 10.457070 0.07 0.14 0.81
H 18.167340 -21.482680 8.613750 -0.55 -0.55 0.24
H 18.091930 -19.818620 8.353450 -0.05 0.36 -0.21
H 16.858390 -20.753690 7.553740 0.01 -0.39 -0.08
C 16.004280 -14.222390 11.536420 -1.51 0.28 0.99
C 15.284570 -14.857160 10.345290 1.96 0.33 0.67
C 16.386710 -15.320880 9.394100 0.41 -0.51 -1.91
O 16.954660 -16.561800 9.787350 -1.47 -0.21 0.63
C 18.250710 -16.867180 9.295500 -0.48 2.25 0.26
N 14.498000 -15.974580 10.813440 0.29 -0.40 -0.70
H 16.598920 -13.337090 11.311160 0.05 -0.23 -0.14
H 16.514440 -14.931830 12.187970 0.62 -0.39 -0.67
H 15.211670 -13.934080 12.226890 -0.19 0.63 0.14
H 14.518660 -14.219830 9.903360 0.85 0.89 -0.53
H 17.167130 -14.587850 9.189860 0.37 0.51 1.11
H 16.067110 -15.378140 8.353580 -0.87 -0.71 -0.32
H 18.270580 -16.706240 8.217630 -0.01 -0.89 -0.31
H 18.630230 -17.811110 9.686730 -0.38 0.16 -0.22
H 18.779070 -15.989850 9.668630 1.21 -0.34 0.22
H 13.927610 -16.175100 10.004400 -0.49 -0.80 -0.01
H 13.847520 -15.615600 11.497620 -0.05 -0.62 0.59
```
Positions in Å, forces in eV/Å.

The spin multiplicity is 4. As for the net charge: -1. The energy above the lowest of the compared OMol25 structures with the same formula, charge and spin is 2.7867 eV. The electronic energy comes out at -3077.6208 Ha. The value obtained for the HOMO-LUMO gap (alpha / beta) is 7.19 / 7.10 eV.

***

Values of max |F|, in order: 3.94; 3.86; 5.95, all in eV/A.